(1)
Below is a cluster of 8 separate species, C30H54O24P2 in total in a non-equilibrium geometry, with properties calculated with ωB97M-V/def2-TZVPD.

```
! wB97M-V def2-TZVPD RIJCOSX def2/J DEFGRID3
* xyz 0 1
C -1.8158 3.2064 1.3398
P -2.0890 1.4435 0.8219
C -0.6587 0.3797 1.2992
C -3.5653 0.8850 1.7679
C -3.5292 0.2208 2.9004
C -4.7631 -0.2458 3.5887
O -4.7133 -1.0114 4.4798
C -6.0895 0.2469 3.1107
C -6.1430 0.9075 1.9856
P -7.7771 1.4964 1.3006
C -7.9967 0.3197 -0.1116
O -7.5838 2.9950 0.6138
C -4.9073 1.1915 1.1648
O -5.0172 1.6149 0.0734
H -2.7608 3.5952 1.7237
H -1.5725 3.7833 0.4532
H -1.0889 3.3068 2.1467
H 0.2957 0.8082 0.9986
H -0.7694 -0.5597 0.7557
H -0.6398 0.1163 2.3616
H -2.5870 -0.0156 3.3798
H -6.9764 0.0256 3.6889
H -8.8595 0.5639 -0.7193
H -8.0385 -0.6685 0.3455
H -7.0663 0.3505 -0.6814
H -7.3686 3.6413 1.2962
C -4.5253 -7.5036 3.3967
O -3.4556 -6.5942 3.1313
C -3.8050 -5.3043 3.2095
O -4.9011 -4.8871 3.4726
O -2.7258 -4.5615 2.9532
C -2.9576 -3.1501 3.0094
H -4.1185 -8.5074 3.3076
H -4.9064 -7.3648 4.4070
H -5.3247 -7.3811 2.6670
H -3.2785 -2.8488 4.0026
H -3.6956 -2.8532 2.2637
H -2.0129 -2.6610 2.7816
C 3.4736 -2.6200 1.3828
O 4.5571 -1.7171 1.1558
C 4.2109 -0.4284 1.1703
O 3.1019 0.0044 1.3523
O 5.3054 0.2985 0.9469
C 5.0818 1.7131 0.9333
H 3.8838 -3.6256 1.3465
H 3.0333 -2.4531 2.3647
H 2.7185 -2.5182 0.6048
H 4.7061 2.0517 1.8972
H 4.3911 1.9872 0.1374
H 6.0427 2.1856 0.7447
C 4.5017 6.5079 1.2293
O 4.0235 5.3124 0.6089
C 3.1525 5.5076 -0.3846
O 2.7562 6.5730 -0.7852
O 2.7943 4.3123 -0.8553
C 1.8563 4.3586 -1.9327
H 5.1931 6.2056 2.0113
H 5.0331 7.1299 0.5126
H 3.6799 7.0627 1.6793
H 2.2780 4.8860 -2.7870
H 0.9279 4.8301 -1.6143
H 1.6500 3.3311 -2.2199
C 4.9478 7.7178 -2.6439
O 5.8635 6.7731 -3.2037
C 7.1493 7.0506 -2.9867
O 7.5788 7.9973 -2.3791
O 7.8759 6.0794 -3.5433
C 9.2861 6.2195 -3.3779
H 3.9463 7.3769 -2.8840
H 5.0514 7.7569 -1.5640
H 5.0966 8.7062 -3.0772
H 9.5458 6.2039 -2.3201
H 9.6486 7.1317 -3.8494
H 9.7527 5.3675 -3.8656
C 11.3333 3.5582 -0.3003
O 10.7485 2.5212 -1.0868
C 9.8854 1.7510 -0.4190
O 9.5802 1.8755 0.7392
O 9.4021 0.8409 -1.2634
C 8.4309 -0.0335 -0.6839
H 12.0009 4.1194 -0.9492
H 10.5609 4.2288 0.0743
H 11.9102 3.1407 0.5234
H 7.5676 0.5312 -0.3400
H 8.8629 -0.6046 0.1362
H 8.1099 -0.7237 -1.4594
C -8.5518 -4.7574 -0.0437
O -8.2842 -5.0453 -1.4170
C -8.0518 -3.9681 -2.1692
O -8.0531 -2.8258 -1.7880
O -7.8164 -4.3764 -3.4170
C -7.5480 -3.3192 -4.3394
H -8.7222 -5.7084 0.4538
H -7.6982 -4.2645 0.4200
H -9.4454 -4.1426 0.0536
H -6.6558 -2.7688 -4.0447
H -8.4018 -2.6476 -4.4138
H -7.3750 -3.7788 -5.3089
C -2.6262 -7.7501 -3.9455
O -2.4594 -6.7157 -2.9761
C -3.0059 -6.9854 -1.7869
O -3.5986 -7.9921 -1.4954
O -2.7803 -5.9473 -0.9822
C -3.3150 -6.0996 0.3367
H -2.1427 -7.4123 -4.8584
H -2.1488 -8.6705 -3.6125
H -3.6825 -7.9216 -4.1474
H -2.8653 -6.9527 0.8346
H -4.4003 -6.2059 0.2961
H -3.0715 -5.2052 0.8896
*
```

Properties
- E_HOMO: -8.130 eV
- Structure (SMILES): CP(C)C1=CC(=O)C=C(P(C)O)C1=O.COC(=O)OC.COC(=O)OC.COC(=O)OC.COC(=O)OC.COC(=O)OC.COC(=O)OC.COC(=O)OC
- E_LUMO: -1.1 eV
- Kohn-Sham gap: 7.01 eV

=====

(2)
Below is a structure of composition C30H54P2Re in a non-equilibrium geometry, with properties calculated with ωB97M-V/def2-TZVPD.

```
! wB97M-V def2-TZVPD RIJCOSX def2/J DEFGRID3
* xyz 2 4
Re 1.4955 -0.8142 -0.6294
C 0.5630 -1.1339 -2.4719
C 0.1462 0.1613 -2.0264
C 2.4904 0.1575 -2.2030
C 2.0112 -1.1264 -2.6299
C 1.3448 0.9311 -1.7847
C -0.2502 -2.3084 -2.9585
H -1.2434 -2.3033 -2.5000
H 0.2727 -3.2249 -2.6596
H -0.3457 -2.3400 -4.0556
C 2.8550 -2.1829 -3.2832
H 2.2795 -2.8302 -3.9562
H 3.3492 -2.8562 -2.5723
H 3.6646 -1.7236 -3.8577
C 3.9203 0.5322 -2.2034
H 4.4818 -0.1108 -2.8869
H 4.3895 0.3403 -1.2389
H 4.1178 1.5848 -2.4695
C 1.3306 2.2917 -1.2104
H 0.7726 2.9973 -1.8470
H 2.3531 2.6550 -1.1409
H 0.8823 2.3072 -0.2078
C -1.1844 0.8594 -2.2404
H -1.3951 0.9050 -3.3312
H -1.0096 1.9132 -1.9963
H -2.3858 -0.5658 -1.0580
C -1.2206 -1.0051 2.7306
C -2.3741 -1.2844 2.1061
C -3.5148 -0.3216 1.9339
C -3.1433 1.0300 2.5876
C -1.9632 1.7511 1.9348
C -0.8755 2.0264 2.7404
C -0.2571 1.1319 3.8085
C -0.8241 -0.3255 3.9964
H -4.3787 -0.7370 2.4609
H -2.7068 0.7471 3.5417
H -3.7837 -0.1605 0.8793
H -1.6002 -0.3504 4.7685
H -0.2996 -1.2827 2.1661
H -2.4104 -2.1888 1.4540
H 0.0239 -0.9128 4.3933
H 0.8199 1.0545 3.5976
H -0.5832 3.0284 2.9524
H -0.2941 1.7058 4.7475
H -4.0226 1.6605 2.8133
H -2.1098 2.1636 0.9191
P 1.5537 -3.1598 0.1344
C 2.1550 -4.5026 -1.0805
H 2.0439 -5.4827 -0.5931
H 3.2100 -4.3763 -1.3585
H 1.5312 -4.5047 -1.9906
C 2.7469 -3.7143 1.4599
H 2.6124 -4.7997 1.5693
H 2.5166 -3.2057 2.4055
H 3.7732 -3.4921 1.1437
C 0.2745 -4.4627 0.7149
H 0.8843 -5.3671 0.8958
H -0.4486 -4.6771 -0.0921
H -0.2327 -4.1581 1.6440
P 3.2826 1.5478 1.0643
C 3.7047 3.3481 0.5899
H 4.4540 3.7191 1.3033
H 2.8129 3.9872 0.6622
H 4.1066 3.4322 -0.4275
C 3.5240 2.0526 2.8572
H 4.4159 2.6989 2.8801
H 3.7028 1.1651 3.4728
H 2.6602 2.6053 3.2472
C 5.0737 1.0523 0.9791
H 5.6559 1.7408 1.6031
H 5.4912 1.0653 -0.0343
H 5.1454 0.0294 1.3728
C -4.8953 2.8965 -0.5868
C -4.9131 1.6284 -1.4385
C -5.8092 0.5619 -0.8338
C -5.3424 2.0133 -2.8473
C -3.4807 1.1848 -1.4956
C -2.4431 0.4106 -1.5268
H -5.8989 3.2012 -0.2848
H -4.4538 3.7089 -1.1702
H -4.2814 2.7671 0.3094
H -6.8433 0.9126 -0.7882
H -5.7981 -0.3640 -1.4153
H -5.5202 0.3093 0.1900
H -4.7494 2.8547 -3.2140
H -5.2211 1.2012 -3.5676
H -6.3886 2.3268 -2.8662
*
```

Properties
- E_HOMO (alpha / beta): -12.490 / -13.117 eV
- E_LUMO (alpha / beta): -6.6 / -9.2 eV
- ⟨S²⟩: 3.78
- Kohn-Sham gap (alpha / beta): 5.84 / 3.94 eV

=====

For reference, total energy by record: -3663.98183 -1935.55715 Ha.